1.
This record from the Open Molecules 2025 dataset describes a single C3H2N2O2 molecule. The level of theory is ωB97M-V with the def2-TZVPD basis set.

Positions of all 9 atoms, in Å:
O 2.59100 -0.03610 0.15217
O 0.29641 0.79306 -1.48391
N -0.84373 0.09112 0.43655
N -2.16178 0.11418 -0.51095
C -1.62590 -0.93215 -0.13188
C 1.57299 0.47517 0.54136
C 0.30579 0.46399 -0.33014
H -1.64669 -2.01271 -0.13762
H 1.48610 0.97680 1.52652

Calculated values
charge	0
structure (SMILES)	O=CC(=O)N1C=N1
E_tot	-10214.3793	eV
LUMO level	-0.523	eV
ΔE to the lowest compared entry with this formula, charge and spin	367.6	kJ/mol

***

2.
This record from the Open Molecules 2025 dataset describes a single C3H2N2O3 molecule at a distorted geometry. The level of theory is ωB97M-V with the def2-TZVPD basis set.

Positions of all 10 atoms, in Å:
O -2.65376 -1.03081 0.12292
O 0.07185 1.01207 0.01785
O -2.42119 1.09554 -0.16840
N 0.19366 -1.19040 -0.15170
N -1.96925 -0.03748 0.03084
C 1.43361 0.67194 0.08739
C 1.49942 -0.68298 -0.07120
C -0.51784 -0.15050 -0.04462
H 1.98555 1.59512 0.22353
H 2.37797 -1.28249 -0.04662

Calculated values
charge	0
structure (SMILES)	O=[N+]([O-])c1ncco1
E_tot	-12261.8709	eV
LUMO level	-0.879	eV
ΔE to the lowest compared entry with this formula, charge and spin	493.1	kJ/mol

***

3.
This record from the Open Molecules 2025 dataset describes a single C3H2N2O3 molecule at a distorted geometry. The level of theory is ωB97M-V with the def2-TZVPD basis set.

Positions of all 10 atoms, in Å:
O 2.76352 -0.02677 -0.29444
O 0.93124 -1.19210 0.62212
O -1.45928 0.42240 0.00463
N 0.84206 1.13164 -0.11225
N -0.18065 -1.65303 -0.00480
C 1.64400 -0.05972 0.02563
C -1.19705 -0.94455 -0.27799
C -0.44458 1.32052 0.22925
H -2.05680 -1.15652 -1.06642
H -0.84245 2.15813 0.87427

Calculated values
charge	0
structure (SMILES)	O=C1N=COC=NO1
E_tot	-12261.6977	eV
LUMO level	-0.674	eV
ΔE to the lowest compared entry with this formula, charge and spin	509.9	kJ/mol

***

4.
This record from the Open Molecules 2025 dataset describes a single C3H2N2OS molecule at a distorted geometry. The level of theory is ωB97M-V with the def2-TZVPD basis set.

Positions of all 9 atoms, in Å:
S 1.43415 2.18784 -0.29832
O 2.23735 -0.90095 0.48081
N -0.90556 -0.81165 -0.70582
N 0.15004 -1.46332 -0.36669
C 1.11273 -0.66291 0.06804
C -1.36029 0.16172 0.02686
C 0.80863 0.78119 -0.14295
H -1.16042 0.09772 1.20018
H -2.31662 0.61036 -0.26212

Calculated values
charge	0
E_tot	-19001.2260	eV
LUMO level (alpha / beta)	-1.839 / -1.839	eV
ΔE to the lowest compared entry with this formula, charge and spin	417.4	kJ/mol

***

5.
This record from the Open Molecules 2025 dataset describes a single C3H2N2OS molecule at a distorted geometry. The level of theory is ωB97M-V with the def2-TZVPD basis set.

Positions of all 9 atoms, in Å:
S -2.92468 -0.00239 0.00110
O 1.42321 -0.00187 0.00777
N -0.57825 -1.20633 -0.00218
N -0.58223 1.20370 -0.00570
C 0.68951 1.14067 -0.00226
C -1.31039 -0.00333 0.01155
C 0.69151 -1.14380 -0.00071
H 1.29980 -2.02311 -0.01478
H 1.29152 2.03646 0.00523

Calculated values
charge	0
structure (SMILES)	S=c1ncocn1
E_tot	-19004.9949	eV
LUMO level	-0.597	eV
ΔE to the lowest compared entry with this formula, charge and spin	53.8	kJ/mol

***

6.
This record from the Open Molecules 2025 dataset describes 2 unconnected molecules or ions with the total composition C3H2N4 at a distorted geometry. The level of theory is ωB97M-V with the def2-TZVPD basis set.

Positions of all 9 atoms, in Å:
N 0.02485 -2.96107 1.07712
N -1.63774 0.61277 -1.47880
N 1.28698 0.75693 1.22595
N -0.34583 -1.11540 -0.49046
C -0.24041 -2.08463 0.38236
C -0.97218 -0.17566 -0.87156
C 1.59790 -0.34715 1.27868
H 1.73249 -1.36806 1.17973
H -1.61126 1.41253 -1.95807

Calculated values
charge	0
structure (SMILES)	N#CN=C=N.C#N
E_tot	-9100.8825	eV
LUMO level	0.545	eV
ΔE to the lowest compared entry with this formula, charge and spin	193.8	kJ/mol

***

7.
This record from the Open Molecules 2025 dataset describes a single C3H2N4O molecule at a distorted geometry. The level of theory is ωB97M-V with the def2-TZVPD basis set.

Positions of all 10 atoms, in Å:
O 2.35833 -0.62495 0.25690
N -3.67488 -0.45255 0.15758
N -0.54722 1.30479 0.03510
N 0.75319 1.00425 0.05077
N -0.13325 -0.98547 -0.16935
C -1.16465 0.11887 -0.13941
C -2.57839 -0.21535 0.06642
C 1.06008 -0.30449 -0.20073
H 2.41964 -1.62506 0.04687
H 1.50713 1.77997 -0.10414

Calculated values
charge	0
structure (SMILES)	N#Cc1n[nH]c(O)n1
E_tot	-11148.9769	eV
LUMO level	0.068	eV
ΔE to the lowest compared entry with this formula, charge and spin	28.5	kJ/mol

***

8.
This record from the Open Molecules 2025 dataset describes a single C3H2N4O molecule at a distorted geometry. The level of theory is ωB97M-V with the def2-TZVPD basis set.

Positions of all 10 atoms, in Å:
O -1.84025 0.22837 0.88997
N 0.27928 -1.55940 -0.32583
N -0.76670 -1.01523 -0.79188
N 1.18868 -1.02595 0.49524
N -0.37958 1.31795 -0.53457
C 1.60724 0.27748 0.37695
C 0.91572 1.36337 -0.29401
C -1.07249 0.23350 -0.01077
H 2.48038 0.50046 0.96819
H 1.28706 2.40485 -0.42158

Calculated values
charge	0
structure (SMILES)	O=c1nccnnn1
E_tot	-11147.1252	eV
LUMO level	-1.852	eV
ΔE to the lowest compared entry with this formula, charge and spin	207.2	kJ/mol

***

9.
This record from the Open Molecules 2025 dataset describes a single C3H2N4O molecule at a distorted geometry. The level of theory is ωB97M-V with the def2-TZVPD basis set.

Positions of all 10 atoms, in Å:
O 2.16571 -0.30703 0.92523
N -0.12295 -1.69330 -0.57362
N 0.95118 0.99186 -0.58235
N 1.00493 -1.19874 -0.80106
N -0.80434 -1.16643 0.54873
C -1.11594 0.10402 0.59228
C -0.38899 0.95946 -0.35329
C 1.42614 -0.08321 0.03192
H -1.03328 1.81517 -0.80400
H -2.08245 0.57820 1.01616

Calculated values
charge	0
structure (SMILES)	O=c1nccnnn1
E_tot	-11146.5037	eV
LUMO level	-1.599	eV
ΔE to the lowest compared entry with this formula, charge and spin	267.1	kJ/mol

***

10.
This record from the Open Molecules 2025 dataset describes a single C3H2N4O molecule at a distorted geometry. The level of theory is ωB97M-V with the def2-TZVPD basis set.

Positions of all 10 atoms, in Å:
O 1.20318 -0.49995 0.70853
N -1.92808 0.78419 1.52434
N -0.69308 0.50036 2.07556
N -0.00772 0.10579 0.85158
N -1.85807 0.70075 0.22911
C -0.81193 0.28522 -0.20153
C -0.07508 0.03035 -1.42052
C 0.86924 -0.72123 -2.15454
H 1.54423 -0.89486 -3.11892
H 1.75732 -0.29062 1.50639

Calculated values
charge	0
structure (SMILES)	C#Cc1nnnn1O
E_tot	-11142.5516	eV
LUMO level	-0.487	eV
ΔE to the lowest compared entry with this formula, charge and spin	648.4	kJ/mol

***

11.
This record from the Open Molecules 2025 dataset describes a single C3H2N4O molecule at a distorted geometry. The level of theory is ωB97M-V with the def2-TZVPD basis set.

Positions of all 10 atoms, in Å:
O -1.85764 -1.36316 0.21597
N 1.31871 -0.19613 -0.86719
N 0.24577 -0.88623 1.06068
N 0.55465 0.38679 -1.58400
N -0.23141 1.24897 -0.87919
C -0.99712 -0.59602 0.37142
C 1.33940 -0.50763 0.52568
C -1.02841 0.83777 -0.04800
H -1.64772 1.59899 0.35715
H 2.30378 -0.52336 0.84748

Calculated values
charge	0
structure (SMILES)	O=c1cnnncn1
E_tot	-11146.8308	eV
LUMO level	-0.820	eV
ΔE to the lowest compared entry with this formula, charge and spin	235.6	kJ/mol

***

12.
This record from the Open Molecules 2025 dataset describes a single C3H2N4O2 molecule at a distorted geometry. The level of theory is ωB97M-V with the def2-TZVPD basis set.

Positions of all 11 atoms, in Å:
O -1.54422 -0.03130 -0.46009
O -1.79375 -1.63207 1.03621
N 0.04105 1.62808 -1.07502
N 0.95785 -0.27428 1.86294
N -1.06054 1.27764 -0.65128
N 1.18262 -0.42707 -0.62827
C -1.00561 -0.91634 0.42552
C 0.96485 0.52797 -1.41413
C 0.45569 -0.60002 0.69218
H 0.24250 -0.23164 2.57169
H 1.55955 0.67903 -2.35974

Calculated values
charge	0
structure (SMILES)	[H]/N=c1/ncnnoc1=O
E_tot	-13193.9828	eV
LUMO level	-0.993	eV
ΔE to the lowest compared entry with this formula, charge and spin	305.2	kJ/mol

***

13.
This record from the Open Molecules 2025 dataset describes a single C3H2N4O4 molecule at a distorted geometry. The level of theory is ωB97M-V with the def2-TZVPD basis set.

Positions of all 13 atoms, in Å:
O -0.83788 2.64795 1.03836
O 1.46615 2.37544 -0.77970
O -2.72510 -0.64988 0.38469
O -1.81787 0.29164 -1.35525
N 0.74654 1.51791 -0.33531
N -1.82100 -0.03096 -0.16787
N -0.29055 1.66065 0.54029
N 2.83489 -1.16068 0.43095
C 0.65156 0.07874 -0.31349
C -0.66831 0.23365 0.66577
C 1.81960 -0.69543 0.20698
H 0.48856 -0.00040 -1.36177
H -0.75189 -0.18208 1.64600

Calculated values
charge	0
E_tot	-17283.9214	eV
LUMO level (alpha / beta)	-1.599 / -1.601	eV
ΔE to the lowest compared entry with this formula, charge and spin	568.2	kJ/mol

***

14.
This record from the Open Molecules 2025 dataset describes a single C3H2N4S molecule at a distorted geometry. The level of theory is ωB97M-V with the def2-TZVPD basis set.

Positions of all 10 atoms, in Å:
S 1.88191 0.27009 -0.66351
N -1.40923 2.47047 0.07142
N -2.39138 1.62748 -0.12850
N -0.21356 1.97927 -0.05218
N -4.28080 -1.22669 -0.40193
C -3.34367 -0.54950 -0.32873
C -2.30834 0.35329 -0.16294
C 0.53248 1.05444 -0.09292
H 1.60396 -0.82300 0.01917
H -1.32634 -0.09398 -0.04181

Calculated values
charge	0
E_tot	-19933.4693	eV
LUMO level (alpha / beta)	-1.236 / -1.237	eV
ΔE to the lowest compared entry with this formula, charge and spin	366.4	kJ/mol

***

15.
This record from the Open Molecules 2025 dataset describes a single C3H2N4S molecule at a distorted geometry. The level of theory is ωB97M-V with the def2-TZVPD basis set.

Positions of all 10 atoms, in Å:
S 0.28932 -0.06684 1.43002
N -0.46730 1.55837 -0.60652
N -2.83636 -2.44930 -0.53743
N -1.14595 1.42784 -1.78710
N -1.47365 0.28043 -2.06969
C -1.01016 -0.65290 -1.05252
C -0.34972 0.39206 -0.08540
C -2.02092 -1.67116 -0.70933
H -0.18039 -1.21340 -1.51691
H 0.54179 1.16945 1.85331

Calculated values
charge	0
structure (SMILES)	N#C[C@H]1N=NN=C1S
E_tot	-19936.0271	eV
LUMO level	-0.745	eV
ΔE to the lowest compared entry with this formula, charge and spin	119.6	kJ/mol